# 1
{
  "formula": "C12H10O2",
  "method": "wB97M-V/def2-TZVPD",
  "symbols": ["C", "C", "C", "C", "C", "C", "C", "C", "C", "C", "C", "C", "O", "O", "H", "H", "H", "H", "H", "H", "H", "H", "H", "H"],
  "coordinates": [[-0.656, -1.540, 1.645], [0.107, -2.552, 1.173], [1.323, -1.322, -0.359], [0.633, 0.846, -0.952], [-0.861, 0.444, 2.006], [-0.388, -0.228, 1.001], [0.511, -0.211, -0.141], [1.149, -2.523, 0.221], [1.974, -3.685, -0.062], [-1.694, 1.984, -1.002], [-0.180, 2.098, -1.049], [-0.973, 2.959, -0.084], [1.663, -4.841, -0.082], [-0.815, 4.311, -0.341], [-1.413, -1.634, 2.345], [-0.292, -3.450, 1.691], [2.152, -1.296, -0.953], [1.306, 0.658, -1.689], [-0.945, 2.639, 1.026], [3.002, -3.433, -0.429], [-2.249, 2.349, -1.803], [-2.050, 1.085, -0.401], [0.361, 2.734, -1.773], [-1.666, 4.608, 0.013]],
  "relative_energy_kj_mol": 707.80,
  "largest_force_ha_per_bohr": 0.0949,
  "lumo_ev": -0.85
}


# 2
{
  "formula": "C12H11AsCl3NOPtS4SeSi",
  "method": "wB97M-V/def2-TZVPD",
  "symbols": ["Pt", "Cl", "C", "C", "C", "Cl", "C", "O", "C", "Cl", "C", "H", "H", "S", "As", "S", "S", "S", "C", "Si", "C", "C", "C", "C", "H", "H", "H", "H", "H", "H", "H", "H", "H", "Se", "C", "N"],
  "coordinates": [[-0.254, 0.158, -0.273], [4.567, 0.203, 5.426], [3.804, 0.027, 3.881], [2.426, -0.074, 3.808], [1.825, -0.175, 2.573], [0.094, -0.208, 2.491], [2.552, -0.227, 1.349], [2.027, -0.384, 0.207], [3.961, -0.113, 1.519], [4.922, -0.145, 0.090], [4.585, 0.019, 2.738], [1.829, -0.072, 4.705], [5.660, 0.114, 2.792], [-3.438, -1.718, -3.500], [-2.441, -0.157, -2.470], [-0.266, -0.264, -2.736], [-2.664, -0.324, -0.281], [-3.234, 1.693, -3.170], [0.798, 5.916, -1.585], [0.022, 5.233, 0.025], [-1.769, 5.899, 0.123], [1.001, 5.953, 1.508], [0.064, 3.394, 0.020], [0.089, 2.178, -0.010], [0.800, 7.003, -1.620], [0.241, 5.557, -2.444], [1.824, 5.578, -1.692], [-1.806, 6.986, 0.096], [-2.261, 5.574, 1.034], [-2.350, 5.528, -0.715], [1.003, 7.040, 1.506], [2.034, 5.623, 1.485], [0.574, 5.629, 2.452], [0.699, -2.753, 0.191], [0.074, -4.418, 0.000], [-0.277, -5.515, -0.112]],
  "largest_force_ha_per_bohr": 0.0643,
  "lumo_ev": [2.69, 2.30],
  "total_charge": -2
}


# 3
{
  "formula": "C12H11BrN2",
  "method": "wB97M-V/def2-TZVPD",
  "symbols": ["C", "C", "C", "C", "C", "C", "C", "C", "C", "C", "C", "C", "N", "N", "Br", "H", "H", "H", "H", "H", "H", "H", "H", "H", "H", "H"],
  "coordinates": [[3.044, -1.730, 0.948], [2.021, -2.008, 0.011], [3.066, -0.423, 1.461], [0.971, -1.068, -0.272], [2.016, 0.474, 1.218], [-3.624, -0.964, -0.923], [-3.197, -0.798, 0.348], [-1.876, 0.353, -1.542], [0.991, 0.148, 0.399], [-1.376, 0.432, -0.207], [0.419, 2.294, -0.824], [-0.107, 1.096, 0.139], [-2.954, -0.298, -1.886], [-2.108, -0.150, 0.690], [-0.624, 2.156, 1.933], [3.866, -2.279, 1.160], [2.007, -3.002, -0.435], [3.799, -0.070, 2.266], [0.064, -1.261, -0.881], [1.970, 1.418, 1.640], [-4.621, -1.439, -1.125], [-3.905, -1.150, 1.204], [-1.288, 0.761, -2.457], [0.287, 1.906, -1.808], [-0.262, 3.125, -0.641], [1.421, 2.478, -0.413]],
  "relative_energy_kj_mol": 0.00,
  "smiles": "C[C@](Br)(c1ccccc1)c1cnccn1",
  "largest_force_ha_per_bohr": 0.0960,
  "lumo_ev": -0.09
}